[1]
C6H9N in the gas phase. Source: OMol25; level of theory: ωB97M-V with the def2-TZVPD basis set.

Results
LUMO energy = 1.000 eV
SMILES string = Cc1ccc(C)[nH]1
Highest occupied orbital energy = -7.6 eV
Electronic energy = -288.7614 Eh
Maximum force = 0.30 eV Å⁻¹
Relative energy (zero: lowest compared OMol25 entry of this formula, charge and spin) = 13.0 kcal/mol

XYZ file:
```
16
Properties=species:S:1:pos:R:3:forces:R:3
C -2.36437 -0.31007 -0.41098 -0.21 0.00 0.04
C -1.17508 0.24744 0.30154 0.15 0.05 -0.21
C -0.63943 1.51405 0.33149 -0.06 -0.05 -0.07
C 0.78318 1.38140 0.38598 0.12 -0.08 0.00
C 1.07632 0.03505 0.40515 -0.07 0.03 -0.12
C 2.27020 -0.78681 0.02196 0.01 0.04 0.10
N -0.12362 -0.62185 0.42534 0.05 -0.06 -0.17
H -2.67785 -1.28460 -0.02196 -0.07 0.18 0.08
H -3.21817 0.36374 -0.44897 0.02 -0.01 0.16
H -2.02435 -0.47305 -1.44224 -0.29 -0.04 0.05
H -1.19670 2.43754 0.22273 0.11 -0.19 -0.02
H 1.49744 2.19123 0.30363 -0.07 -0.16 0.12
H 2.04349 -1.84792 0.16676 0.13 0.11 0.09
H 2.44100 -0.65156 -1.05054 0.14 -0.03 0.10
H 3.19112 -0.55609 0.55001 0.01 0.10 0.09
H -0.22143 -1.62229 0.48785 0.03 0.10 -0.22
```
Forces are in eV/Å.

Löwdin atomic charge list, values in e, 4 entries:
1. C -0.046
2. C -0.339
3. C -0.063
4. C -0.059


[2]
CH3IN4 in the gas phase in a non-equilibrium geometry. Source: OMol25; level of theory: ωB97M-V with the def2-TZVPD basis set.

Results
LUMO energy (spin up / spin down) = -0.167 / -0.165 eV
Highest occupied orbital energy (spin up / spin down) = -8.8 / -8.8 eV
Electronic energy = -556.4624 Eh
Maximum force = 2.72 eV Å⁻¹
Relative energy (zero: lowest compared OMol25 entry of this formula, charge and spin) = 72.7 kcal/mol

XYZ file:
```
9
Properties=species:S:1:pos:R:3:forces:R:3
C 1.09092 0.04438 1.04624 0.62 2.12 -0.65
N 0.42449 -1.00243 0.85829 0.45 0.06 -0.08
N -0.32839 -1.31243 -0.21656 -1.23 0.38 -0.42
N -0.71850 0.91789 -0.98286 0.99 -1.88 1.55
N -0.91814 -0.37596 -0.89907 -1.40 0.26 -2.19
I 2.23600 0.19663 2.75766 0.27 -0.13 0.71
H 1.28842 1.00853 0.48109 -0.84 -1.67 0.08
H -1.40666 1.42208 -1.51948 -0.65 -0.67 -0.36
H -1.66814 -0.89868 -1.52530 1.79 1.53 1.37
```
Forces are in eV/Å.

Löwdin atomic charge list, values in e, 4 entries:
1. C -0.774
2. N -0.113
3. N -0.044
4. N 0.062


[3]
3 unconnected molecules or ions with the total composition C5H13N3 in a non-equilibrium geometry. Source: OMol25; level of theory: ωB97M-V with the def2-TZVPD basis set.

Results
LUMO energy = 0.825 eV
Highest occupied orbital energy = -7.0 eV
Electronic energy = -362.4287 Eh
Maximum force = 1.14 eV Å⁻¹
Relative energy (zero: lowest compared OMol25 entry of this formula, charge and spin) = 96.4 kcal/mol

XYZ file:
```
21
Properties=species:S:1:pos:R:3:forces:R:3
C 0.74230 0.61784 -1.18166 -0.37 -0.78 0.39
C 2.14335 0.11987 -1.45690 -0.12 -0.04 0.07
N 0.55716 1.83270 -0.66802 -0.80 0.32 0.43
C 0.03013 -1.04292 -0.08337 0.77 0.38 -0.75
C 0.76756 -1.69976 0.80923 -0.10 0.00 0.02
H 0.01505 0.35864 -1.95200 0.07 0.01 -0.04
H -0.80203 1.89202 -0.18190 0.83 -0.21 0.14
H 1.29013 2.08753 -0.01029 0.07 0.02 -0.14
H -0.62150 -1.63084 -0.74115 -0.05 -0.11 0.07
H 2.75573 0.18702 -0.55669 0.02 0.01 0.00
H 2.59303 0.74832 -2.23148 -0.03 0.00 0.05
H 2.14674 -0.91413 -1.79566 -0.01 0.01 0.01
H 0.76558 -2.78224 0.93944 -0.11 0.02 0.05
H 1.45398 -1.17042 1.47259 0.08 0.03 -0.06
N -2.34588 -0.47751 1.59523 0.24 0.16 -0.16
C -1.46823 0.46422 1.16440 -0.71 0.67 -0.24
N -1.76915 1.45253 0.35523 0.12 -0.37 0.09
H -1.92597 -1.31568 1.96787 0.02 0.07 0.00
H -3.17167 -0.64176 1.03888 0.06 0.05 0.01
H -2.60980 1.35625 -0.20189 -0.07 -0.12 0.13
H -0.54652 0.55830 1.71813 0.08 -0.10 -0.07
```
Forces are in eV/Å.

Löwdin atomic charge list, values in e, 4 entries:
1. C -0.406
2. C -0.103
3. N -0.048
4. C -0.177